{
  "formula": "C5H10N4",
  "method": "wB97M-V/def2-TZVPD",
  "relative_energy_kcal_mol": 76.7,
  "homo_ev": -9.1,
  "spin_multiplicity": 1,
  "gap_ev": 9.853,
  "charge": 0,
  "lumo_energy_ev": 0.755,
  "smiles": "CN=C=NC.CN=C=N",
  "species": ["C", "C", "C", "C", "C", "N", "N", "N", "N", "H", "H", "H", "H", "H", "H", "H", "H", "H", "H"],
  "xyz": [[-1.567, 0.712, 1.242], [0.359, -0.539, -1.119], [-0.017, 1.696, -2.151], [0.951, -2.838, -1.413], [0.628, 0.782, 2.222], [-2.622, 0.109, 1.128], [-0.214, 0.473, -1.531], [0.920, -1.568, -0.795], [-0.592, 1.350, 1.622], [-0.544, 2.515, -1.593], [-0.612, 1.715, -3.056], [1.045, 2.133, -2.430], [1.730, -2.623, -2.208], [1.075, -3.669, -0.703], [0.110, -3.098, -2.077], [1.458, 0.709, 1.568], [0.999, 1.505, 2.866], [0.524, -0.160, 2.777], [-2.758, -0.314, 0.237]]
}